Entry 1:
The following is a quantum chemistry calculation of a structure of composition C3H6F3FeO at a distorted geometry, from the OMol25 dataset.

Results
- Charge: +1
- Multiplicity: 7
- LUMO energy (spin up / spin down): -3.330 / -8.854 eV
- HOMO energy (spin up / spin down): -0.4358 / -0.5497 hartree

Last column: Mulliken charge in e.
Positions of all 14 atoms, in Å:
H  -1.223594  0.818669  -0.717618  0.36
C  -0.520930  0.179987  -1.272310  0.51
F  -2.839699  -0.120602  -0.757287  -0.61
F  0.205530  1.208818  -1.816812  -0.21
F  -0.541033  -0.695184  -2.318998  -0.16
Fe  -3.837389  -0.761848  0.878790  0.67
C  1.813465  0.587666  1.038578  -0.58
O  1.458254  -0.436284  0.137744  -0.12
C  0.085307  -0.728592  0.077991  -0.51
H  2.900479  0.716141  0.976899  0.27
H  1.304801  1.542132  0.828268  0.33
H  1.519520  0.304743  2.063669  0.35
H  -0.092914  -1.762392  -0.248650  0.33
H  -0.231800  -0.853256  1.129740  0.38

Atomic forces in eV per Å
-1.54 -1.30 -0.43
2.42 1.12 -2.26
-1.28 -0.82 1.88
0.53 -0.99 1.25
-1.32 1.00 2.59
0.67 0.59 -1.58
0.67 0.39 1.08
-1.91 -0.19 -1.16
2.72 -1.51 0.71
-0.41 -0.05 -0.06
0.04 -0.30 -0.36
0.08 -0.05 -0.26
0.44 0.30 -0.95
-1.10 1.79 -0.45



Entry 2:
The following is a quantum chemistry calculation of a structure of composition C4H2O3 at a distorted geometry, from the OMol25 dataset.

Results
- Charge: 0
- Relative energy (zero: lowest compared OMol25 entry of this formula, charge and spin): 328.53 kJ/mol
- Multiplicity: 3
- LUMO energy (spin up / spin down): -0.453 / -2.016 eV
- HOMO energy (spin up / spin down): -0.3326 / -0.3823 hartree

Last column: Mulliken charge in e.
Positions of all 9 atoms, in Å:
C  -0.392742  -0.627653  0.019296  -0.30
C  -0.313564  0.708047  -0.016184  -0.35
C  -1.828626  -0.994960  0.002667  0.60
C  -2.426416  0.361667  -0.014215  0.26
O  -1.565037  1.304061  -0.034808  -0.25
O  -2.349380  -2.077080  -0.023923  -0.55
O  -4.218124  0.847509  0.031015  -0.26
H  0.410118  -1.340100  0.042287  0.40
H  0.518577  1.381806  -0.039833  0.44

Atomic forces in eV per Å
-0.40 0.44 -0.05
0.50 -0.77 0.04
0.24 1.57 -0.03
-5.34 -0.60 0.12
0.12 1.46 0.03
-0.66 -1.03 0.06
5.41 -1.31 -0.15
0.11 -0.01 -0.02
0.01 0.24 0.01